(1)
Density functional theory data (the ωB97M-V functional and the def2-TZVPD basis) for a molecular structure, C26H34NO2Tb.

Geometry as ORCA input:
```
! wB97M-V def2-TZVPD RIJCOSX def2/J DEFGRID3
* xyz 0 7
C 2.3098 0.0669 0.7665
C 2.1749 -0.6890 -0.4336
C 1.8086 0.2082 -1.4753
H 2.4340 -1.7378 -0.5542
C 1.6894 1.5235 -0.9072
C 2.0081 1.4342 0.4692
H 1.4916 2.4392 -1.4696
C -1.5308 -1.9904 1.1887
C -0.2781 -2.4650 0.6835
C -0.3283 -2.3774 -0.7340
H 0.5487 -2.8654 1.2605
C -1.5908 -1.8320 -1.0983
C -2.3304 -1.5681 0.0962
H 1.7802 -0.0221 -2.5417
H 2.0891 2.2695 1.1680
H 2.6877 -0.3173 1.7165
H -3.3237 -1.1192 0.1370
H 0.4228 -2.7087 -1.4529
H -1.8719 -2.0197 2.2197
Tb -0.2488 0.0448 0.0402
C -2.0065 -1.4165 -2.4713
C -3.5269 -1.6028 -2.5614
C -1.3246 -2.2702 -3.5491
H -3.7682 -2.6286 -2.2543
H -3.8710 -1.4342 -3.5818
H -4.0523 -0.9026 -1.9061
H -1.4859 -3.3315 -3.3208
H -0.2462 -2.0879 -3.6299
H -1.7820 -2.0549 -4.5219
C -1.5307 0.0679 -2.5723
C -2.1050 0.7260 -3.8139
H -0.4208 0.1109 -2.5765
H -1.8683 0.6709 -1.6849
O -3.1739 0.3347 -4.2815
N -1.4757 1.7466 -4.4729
C -0.3249 2.5286 -4.0547
H -2.0145 2.0734 -5.2630
C 0.9657 1.9457 -4.5770
C 2.1540 2.6008 -4.2555
H 2.0904 3.5488 -3.7104
C 3.3801 2.0451 -4.6116
H 4.2998 2.5530 -4.3200
C 3.4178 0.8474 -5.3358
H 4.3761 0.4103 -5.6117
C 2.2289 0.2159 -5.7126
H 2.2391 -0.7077 -6.2928
C 0.9948 0.7736 -5.3456
H 0.0590 0.3028 -5.6575
H -0.3034 2.5985 -2.9520
H -0.4589 3.5482 -4.4491
C -1.3745 0.5799 4.1492
C -0.0446 0.2518 3.4799
C 0.9984 1.2531 3.9651
C 0.4135 -1.1457 3.8979
O -0.2347 0.3691 2.0826
H -1.2477 0.5375 5.2407
H -2.1450 -0.1336 3.8287
H -1.6813 1.5881 3.8430
H 1.0259 1.1990 5.0653
H 1.9900 1.0147 3.5577
H 0.7175 2.2663 3.6458
H -0.3248 -1.9064 3.6177
H 1.3739 -1.3957 3.4229
H 0.5378 -1.1463 4.9927
*
```

Properties
Gap between HOMO and LUMO (spin up / spin down), eV: 7.521 / 7.843

These are the Löwdin partial charges, in e, on atoms 1 to 6:
1. C -0.17
2. C -0.21
3. C -0.25
4. H 0.11
5. C -0.22
6. C -0.18



(2)
Density functional theory data (the ωB97M-V functional and the def2-TZVPD basis) for a single C3H7ClNO3P molecule.

Geometry as ORCA input:
```
! wB97M-V def2-TZVPD RIJCOSX def2/J DEFGRID3
* xyz 0 3
C 1.0529 -1.3047 -0.0368
C 1.2014 1.5700 -0.4804
C -1.0918 0.4103 0.7041
N -1.9699 -0.7980 0.3794
O -1.6794 -1.8992 0.8649
O -2.8708 -0.6673 -0.4046
O -0.3174 -0.1606 -1.9737
P 0.1552 0.0676 -0.6163
Cl -1.9535 1.8896 0.4443
H 0.4563 -2.2536 0.2021
H 1.9891 -1.4234 -0.5764
H 1.4807 -1.1378 1.0526
H 0.5035 2.4734 -0.7961
H 1.5429 1.8058 0.5438
H 2.1359 1.1640 -1.0464
H -0.6352 0.2639 1.7394
*
```

Properties
ΔE to the lowest compared entry with this formula, charge and spin, kJ/mol: 91.8
Gap between HOMO and LUMO (spin up / spin down), eV: 8.559 / 6.902

These are the natural (NBO) partial charges, in e, on atoms 1 to 6:
1. C -1.09
2. C -1.04
3. C -0.50
4. N 0.17
5. O -0.17
6. O -0.15



(3)
Density functional theory data (the ωB97M-V functional and the def2-TZVPD basis) for a single C16H20BClO5P2S molecule.

Geometry as ORCA input:
```
! wB97M-V def2-TZVPD RIJCOSX def2/J DEFGRID3
* xyz 0 1
C 0.8858 0.1561 -5.7750
C 0.1934 -0.7146 -4.7428
C 1.1496 -1.2054 -3.6401
C 0.4715 -1.3045 -2.2802
C 0.4198 0.1053 -1.6560
C -0.2567 0.1732 -0.3104
C -1.2902 -0.6977 0.0288
C -1.8962 -0.6662 1.2868
B -3.0276 -1.7426 1.5984
O -4.3378 -1.4623 1.3389
O -2.7307 -3.0316 1.9980
C -1.7469 -3.2404 3.0025
C -1.4914 0.2695 2.2477
P -2.4466 0.1236 3.8211
O -1.3926 0.4447 5.0226
Cl -3.6604 1.7945 3.7576
C -0.4491 1.1628 1.9304
C 0.1562 1.1043 0.6638
C 1.2640 2.0715 0.4201
O 1.4778 2.6187 -0.6290
C 2.0997 2.3678 1.6160
P 3.8796 2.6196 1.3666
S 4.8295 3.3561 2.8856
C 1.5296 2.4421 2.8089
C 0.0673 2.1881 2.8929
O -0.6339 2.7838 3.6513
H 1.2030 1.1178 -5.3754
H 0.2364 0.3553 -6.6239
H 1.7671 -0.3496 -6.1654
H -0.1829 -1.5962 -5.2597
H -0.6572 -0.1940 -4.3068
H 1.5821 -2.1565 -3.9433
H 1.9763 -0.4953 -3.5951
H 1.0818 -1.9103 -1.6131
H -0.5377 -1.6897 -2.3868
H -0.0516 0.7889 -2.3609
H 1.4478 0.4369 -1.5764
H -1.6036 -1.4255 -0.7021
H -4.7813 -2.3040 1.1704
H -0.7823 -2.8134 2.7275
H -1.5977 -4.3133 3.0863
H -2.0767 -2.8739 3.9682
H -0.4751 0.3612 4.7444
H 4.3368 1.3300 1.0417
H 3.9577 3.3343 0.1644
H 2.0934 2.6807 3.7014
*
```

Properties
SMILES string: CCCCCc1cc(B(O)OC)c(P(O)Cl)c2c1C(=O)C([PH2]=S)=CC2=O
Gap between HOMO and LUMO, eV: 7.666

These are the natural (NBO) partial charges, in e, on atoms 1 to 6:
1. C -0.60
2. C -0.40
3. C -0.39
4. C -0.39
5. C -0.42
6. C 0.04



(4)
Density functional theory data (the ωB97M-V functional and the def2-TZVPD basis) for 16 unconnected molecules or ions with the total composition C2H34O16.

Geometry as ORCA input:
```
! wB97M-V def2-TZVPD RIJCOSX def2/J DEFGRID3
* xyz 0 1
C -2.5206 1.3274 -0.7442
C -3.1548 1.8377 0.2988
O -2.4945 2.1839 1.4717
H -3.0648 0.7593 -1.4724
H -1.5028 1.3950 -0.9963
H -4.2531 1.7761 0.3378
H -3.1913 2.5205 2.0805
H -0.9198 1.8176 3.1646
H -0.4578 0.4801 4.0223
O -0.8943 1.3265 3.9845
H 1.7346 -2.9720 -0.7045
H 2.7025 -2.7598 0.3337
O 2.2313 -3.5077 -0.0639
H -3.2897 -3.3759 -0.3743
H -4.0618 -2.2995 0.4168
O -4.0438 -2.7437 -0.4431
H -1.6546 -3.3867 -1.5276
H -0.9889 -3.3262 -0.2114
O -1.6900 -3.8120 -0.6542
H 3.5479 2.6861 0.5752
H 2.0010 3.0008 0.5439
O 2.8328 3.0514 0.0492
H 3.8359 1.1785 -1.3093
H 3.3211 -0.2028 -0.9525
O 4.1205 0.2520 -1.2738
H -1.1998 -0.8332 -0.9390
H -0.8284 -0.7417 -2.2976
O -1.0516 -1.4418 -1.6725
H 0.6424 0.8873 -0.0064
H 0.2318 -0.4857 -0.0589
O 1.0265 0.0238 -0.2549
H -0.1341 0.8659 -3.0077
H -1.0644 1.7204 -3.9115
O -0.8812 1.4799 -2.9994
H 1.3647 -2.1079 1.8299
H 0.7101 -3.1961 1.4142
O 0.4162 -2.3450 1.8899
H -1.3799 -2.5660 1.8652
H -2.1081 -1.7444 2.9538
O -2.1337 -2.6017 2.4813
H 1.8445 0.8424 -1.8667
H 2.5433 0.3660 -2.9367
O 1.6009 0.3665 -2.6702
H 0.0730 3.4245 1.8389
H -0.0272 3.1487 0.3775
O 0.0818 2.6681 1.2396
H 4.0942 -0.6832 1.0324
H 3.9026 -1.2181 2.5266
O 3.5952 -1.2780 1.6203
H 0.6723 2.8057 -2.2675
H -0.4312 2.4082 -1.3470
O 0.2952 3.0287 -1.3851
*
```

Properties
ΔE to the lowest compared entry with this formula, charge and spin, kJ/mol: 149.4
Gap between HOMO and LUMO, eV: 9.382

These are the natural (NBO) partial charges, in e, on atoms 1 to 6:
1. C -0.52
2. C 0.15
3. O -0.69
4. H 0.23
5. H 0.15
6. H 0.18



no.,strongest force on any atom (eV Å⁻¹)
1,2.43
2,7.29
3,1.12
4,3.65